Record 1
2 unconnected molecules or ions with the total composition C17H27F3IN5O8S2. Source: the OMol25 dataset; level of theory: wB97M-V/def2-TZVPD.

Structure (ORCA input):
```
! wB97M-V def2-TZVPD RIJCOSX def2/J DEFGRID3
* xyz -2 1
C 3.848 -1.334 0.795
C 3.177 -2.710 0.671
N 1.996 -2.841 -0.162
C 0.863 -1.988 -0.035
C 0.582 -1.838 1.463
C -0.362 -2.676 -0.755
N -0.358 -4.111 -0.672
O -1.560 -2.213 -0.141
C -2.699 -1.948 -0.897
C -2.561 -0.720 -1.780
I -3.251 -3.608 -2.248
C -3.847 -1.793 0.089
C -3.633 -1.855 1.457
C -4.714 -1.693 2.316
N -5.953 -1.469 1.909
C -6.152 -1.400 0.598
C -5.148 -1.562 -0.340
N 1.118 -0.573 -0.622
C 0.192 0.510 -0.177
C 0.868 1.392 0.895
O 0.724 1.108 2.065
N 1.640 2.403 0.391
C 2.651 2.894 1.327
C 0.851 3.532 -0.212
S 1.476 -0.527 -2.224
O 2.348 -1.620 -2.552
O 0.322 -0.298 -3.049
C 2.537 0.982 -2.489
F 3.119 0.770 -3.693
F 1.805 2.085 -2.560
F 3.494 1.093 -1.568
H 3.734 -0.754 -0.116
H 3.467 -0.753 1.637
H 4.921 -1.475 0.958
H 3.914 -3.396 0.243
H 2.972 -3.105 1.674
H 2.195 -3.147 -1.096
H -0.386 -1.400 1.672
H 0.626 -2.830 1.917
H 1.324 -1.201 1.936
H -0.349 -2.411 -1.817
H 0.263 -4.527 -1.349
H -0.099 -4.418 0.257
H -3.522 -0.516 -2.256
H -2.317 0.143 -1.156
H -1.824 -0.854 -2.567
H -2.645 -2.021 1.861
H -4.557 -1.750 3.387
H -7.168 -1.209 0.270
H -5.394 -1.520 -1.394
H -0.688 0.060 0.275
H -0.143 1.116 -1.020
H 3.414 3.420 0.751
H 2.239 3.596 2.058
H 3.106 2.051 1.850
H 1.211 3.760 -1.215
H 0.995 4.454 0.380
H -0.211 3.292 -0.260
O -1.126 7.814 0.825
S 0.306 7.497 1.071
O 1.173 8.602 0.583
O 0.656 6.236 0.318
O 0.543 7.256 2.522
*
```

Summary:
**Gap between HOMO and LUMO**: 2.6 eV
**Electronic energy**: -2933.32504 Ha



Record 2
A molecular structure, C17H27F6N4O2P2SSbY in a non-equilibrium geometry. Source: the OMol25 dataset; level of theory: wB97M-V/def2-TZVPD.

Structure (ORCA input):
```
! wB97M-V def2-TZVPD RIJCOSX def2/J DEFGRID3
* xyz 2 2
Y -0.675 0.097 -0.244
O 3.312 1.484 0.032
C 2.181 1.287 -0.333
O 1.434 0.263 0.045
C 1.459 2.270 -1.230
C 2.159 3.311 -1.855
C 1.447 4.218 -2.590
C 0.042 4.104 -2.682
C -0.760 5.029 -3.394
C -2.116 4.882 -3.431
C -2.736 3.801 -2.762
C -1.988 2.892 -2.071
C -0.581 3.025 -2.018
N 0.151 2.117 -1.311
H 3.231 3.368 -1.732
H 1.946 5.036 -3.095
H -0.279 5.854 -3.904
H -2.725 5.590 -3.975
H -3.812 3.696 -2.805
H -2.481 2.062 -1.569
N 0.402 -2.118 -1.273
N 0.383 -2.397 -2.644
C -0.198 -1.556 -3.517
N -0.197 -1.928 -4.793
S -0.860 -0.068 -3.070
H 1.368 -2.037 -0.962
H -0.041 -2.888 -0.780
H 0.791 -3.266 -2.956
H 0.201 -2.797 -5.113
H -0.625 -1.324 -5.474
C -2.556 2.763 2.500
P -0.949 2.559 1.667
C -0.589 4.226 1.029
C 0.217 2.524 3.101
C 0.190 1.228 3.909
P 0.961 -0.185 3.095
C 2.733 -0.010 2.949
C 0.471 -1.724 3.865
H -2.538 3.618 3.177
H -2.817 1.861 3.053
H -3.336 2.922 1.754
H -0.625 4.956 1.839
H -1.327 4.502 0.277
H 0.400 4.251 0.570
H -0.044 3.351 3.765
H 1.223 2.731 2.727
H -0.825 0.932 4.185
H 0.751 1.352 4.846
H 3.166 0.020 3.954
H 2.988 0.892 2.394
H 3.136 -0.862 2.402
H 0.844 -1.742 4.894
H 0.901 -2.564 3.320
H -0.616 -1.811 3.868
F -1.082 -2.017 0.949
Sb -3.063 -1.929 0.871
F -3.066 -2.289 2.690
F -3.114 -3.671 0.262
F -4.847 -1.500 0.732
F -2.640 -1.248 -0.887
F -2.523 -0.075 1.270
*
```

Summary:
**Gap between HOMO and LUMO (alpha / beta)**: 8.5 / 5.7 eV
**Energy above the lowest of the compared OMol25 structures with the same formula, charge and spin**: 10.72 kcal per mole
**Electronic energy**: -2991.99424 Ha